[1]
Formula: C23H64AlBBrClNO8
Source: the OMol25 dataset
Level of theory: the ωB97M-V functional and the def2-TZVPD basis

The calculation puts the energy relative to the best compared isomer or geometry (same formula, charge and spin) at 0.0 kJ/mol. Its lowest unoccupied orbital energy is 2.0 eV. The calculation puts the total energy at -132599.997 eV. The charge is -1.

Each line ends with the Löwdin charge.
Cartesian coordinates (Å):
H  -7.007866  0.019970  -3.638986  0.07
H  -4.465637  -1.649521  2.659258  0.08
O  -6.898581  1.537078  -0.636722  -0.08
H  5.090928  -1.659440  6.372950  0.11
H  5.021709  -0.772326  4.840628  0.09
H  -1.446542  -2.314776  4.814554  -0.02
H  1.531769  2.117897  1.605773  0.05
C  2.145576  0.134686  2.029591  -0.50
C  -6.544668  0.335553  -2.700881  -0.09
H  -0.378645  -3.948889  -1.864105  0.08
C  -0.087702  -5.752490  -3.721448  -0.10
H  -0.675929  -0.354926  -0.223514  0.06
C  -0.754187  -4.386752  -3.731777  -0.33
H  -1.162413  1.334811  -7.154537  0.11
H  4.249301  0.361705  7.579870  0.07
H  6.884034  2.443967  1.530804  0.11
H  -1.782207  -0.020504  -9.178366  0.07
H  -3.627709  0.288567  -0.319220  0.06
C  -0.441417  1.157278  -7.949282  -0.32
C  2.262213  -0.084682  0.539359  -0.07
H  -1.651275  -4.402598  -4.348495  0.11
H  -0.437763  2.027432  -8.615179  0.11
H  0.884329  -2.764486  4.269611  0.05
H  4.159519  1.243439  6.061971  0.07
B  -1.715274  -0.250652  1.407856  -0.53
Br  -0.734855  0.350213  5.032369  0.21
H  -1.163301  -5.047843  4.217366  0.10
O  -1.155788  -3.991676  -2.427280  -0.08
C  0.601052  -3.811269  4.388042  -0.09
H  0.801233  -5.741017  -3.087816  0.07
H  -2.653708  4.581483  -0.029578  0.05
H  0.324246  -0.539749  -5.137574  0.06
H  -0.068731  1.784103  -4.263403  0.11
C  4.573319  -0.864150  5.837212  -0.34
C  -3.444396  -1.623397  2.334662  -0.11
H  1.480516  0.885285  -8.038510  0.08
H  7.537915  4.841304  1.913804  0.07
H  -2.810769  -1.706333  3.190848  0.05
C  -1.656749  2.811590  2.558370  -0.25
C  3.561657  0.291074  2.566891  -0.09
H  1.730572  1.776973  3.265216  0.04
H  -3.823468  -1.406773  -0.170419  0.07
O  -1.697275  -3.236795  4.948029  -0.11
N  -3.189235  -0.400080  1.598124  -0.16
H  1.715365  0.667858  0.025294  0.06
H  -0.767398  -6.500697  -3.314877  0.07
H  -6.120495  2.063169  -0.841501  0.08
C  -0.797154  -0.103385  -8.717196  -0.09
C  -0.415976  -0.348593  -4.355931  -0.09
H  4.064316  0.993013  1.929332  0.05
H  -0.452138  3.064043  0.763464  0.04
H  -2.702928  2.581423  2.527428  0.03
C  6.477975  3.239256  0.908958  -0.32
H  -7.831975  2.037850  -2.407055  0.11
Cl  -1.864398  2.817142  -1.355122  0.57
H  -4.986110  -0.331261  0.574460  0.07
H  -0.793898  -0.963969  -8.049241  0.07
H  -1.393965  -0.274498  -4.819009  0.07
H  3.284280  -0.043084  0.234081  0.06
H  3.578213  0.690555  3.563246  0.05
H  1.735866  -0.745928  2.493663  0.10
O  3.221700  -1.274480  5.707956  -0.09
H  -0.988047  4.548765  1.484867  0.09
C  -3.946348  -0.478852  0.356644  -0.12
H  4.773208  3.539766  0.021416  0.08
C  -1.277347  3.546863  1.239197  -0.33
H  7.077591  3.300010  -0.007790  0.10
H  -5.662546  0.928761  -2.928810  0.07
H  -0.062959  -0.296622  -9.502997  0.07
H  0.813303  -4.088027  5.420466  0.07
H  -0.409232  -1.207073  -3.682204  0.06
C  6.515559  4.565025  1.649575  -0.10
H  -0.782857  1.112668  -2.776841  0.03
H  4.091882  -0.641541  2.480944  0.08
C  -0.070540  0.914714  -3.593974  -0.34
H  -0.070521  -3.629957  -4.134718  0.10
H  1.912713  -1.066994  0.294856  0.07
C  -0.874532  -4.005001  4.080905  -0.33
H  -3.285104  3.085505  0.551081  0.05
H  -8.382204  0.559618  -1.601785  0.11
H  5.921597  4.503987  2.560307  0.08
O  -1.116365  -0.975091  0.357284  0.05
C  -2.403517  3.571269  0.203892  -0.53
H  6.090388  5.361930  1.035325  0.07
C  -7.501576  1.145991  -1.858978  -0.33
O  0.842664  1.034412  -7.337776  -0.09
H  -1.425169  3.426165  3.406737  0.03
H  5.738945  0.750106  6.697183  0.07
H  -1.085366  -3.725168  3.040291  0.10
H  -6.210877  -0.548577  -2.157872  0.07
H  -3.299284  -2.510744  1.734180  0.08
H  1.845120  0.643938  -3.684823  0.08
O  1.202923  0.797566  -2.988164  -0.08
Al  -0.636356  1.056339  2.700203  0.07
C  4.693964  0.450775  6.588998  -0.09
C  1.325208  1.370961  2.351723  -0.23
H  0.208862  -6.056501  -4.727294  0.07
H  1.225052  -4.416303  3.725876  0.07
O  5.149567  2.856049  0.579635  -0.08
H  2.747128  -0.586447  5.228406  0.06

Atoms 1-3, force components in eV/Å:
0.032 0.028 0.007
-0.762 0.017 0.384
-0.249 0.009 0.171

***

[2]
Formula: C3H3OPS
Source: the OMol25 dataset
Level of theory: the ωB97M-V functional and the def2-TZVPD basis

The calculation puts the energy relative to the best compared isomer or geometry (same formula, charge and spin) at 56.6 kJ/mol. As for the SMILES: C=CP1SC1=O. Its lowest unoccupied orbital energy is 0.1 eV. The calculation puts the total energy at -25328.816 eV. The charge is 0.

Each line ends with the Löwdin charge.
Cartesian coordinates (Å):
H  -1.294292  0.164310  0.268936  0.08
H  -0.649164  0.133009  -1.385795  0.05
C  -0.350520  0.052073  -0.348211  -0.04
S  3.695655  -0.254150  0.666101  0.63
C  2.664919  0.771572  -0.314396  -1.09
H  0.844973  -0.375668  1.183158  0.05
C  0.829994  -0.415547  0.131054  -0.47
O  2.458081  1.918611  -0.468188  0.04
P  2.312678  -0.904473  -0.795219  0.76

Atoms 1-3, force components in eV/Å:
1.702 0.244 -0.129
0.603 -0.041 -0.342
-0.669 -1.152 0.270

***

[3]
Formula: C2H8N3
Source: the OMol25 dataset
Level of theory: the ωB97M-V functional and the def2-TZVPD basis

The calculation puts the energy relative to the best compared isomer or geometry (same formula, charge and spin) at 236.6 kJ/mol. Its lowest unoccupied orbital energy is -3.2 eV. The calculation puts the total energy at -6666.177 eV. The charge is +1.

Each line ends with the Löwdin charge.
Cartesian coordinates (Å):
C  -1.735332  0.455548  1.321197  -0.25
H  0.701982  0.718416  -1.042898  0.08
H  0.154361  -1.181965  -1.983919  0.12
H  -2.024400  1.594939  2.968430  0.16
H  2.239378  -0.078468  -1.202109  0.14
N  -1.409398  -0.240544  0.458253  0.19
H  -0.501089  -1.121099  -0.162341  0.09
N  0.348384  -1.340596  -1.022766  0.05
C  1.211117  -0.137507  -0.652872  -0.05
H  -2.852014  2.124588  1.630099  0.12
H  1.352344  -0.206206  0.326712  0.03
H  0.693408  -2.269041  -0.772695  0.15
N  -2.184915  1.471836  1.943264  0.17

Atoms 1-3, force components in eV/Å:
-0.064 -0.128 -2.366
-0.583 0.546 0.455
-0.920 -0.793 -0.871

***

Question: Which of these has the highest energy relative to the best compared isomer or geometry (same formula, charge and spin)?
Answer: C2H8N3